Entry 1:
Formula: C4H6N4
Source: the Open Molecules 2025 dataset
Level of theory: the ωB97M-V functional and the def2-TZVPD basis

Values from the calculation:
- Strongest force on any atom: 7.38 eV/Å
- Lowest unoccupied orbital energy: 0.25 eV
- Structure (SMILES): [H]/N=C1/N=CC(=C)N1N
- Relative energy (zero: lowest compared OMol25 entry of this formula, charge and spin): 3.953 eV
- Total energy: -374.9161 Eh
- Kohn-Sham gap: 0.3238 hartree
- Spin multiplicity: 1

Each line ends with the Mulliken charge.
Positions of all 14 atoms, in Å:
H -2.34585 0.90484 -1.98407  0.276
N -2.12979 1.36518 -1.03840  -0.613
C -1.32468 0.84962 -0.21895  0.388
N -0.78325 1.53191 0.94548  -0.617
C 0.26522 1.05658 1.31864  -0.114
C 0.50598 -0.10852 0.55255  1.036
C 1.71438 -0.66750 0.82832  -1.063
N -0.39427 -0.24367 -0.39629  0.260
N -0.66725 -1.14657 -1.43419  -0.929
H 0.99520 1.50653 2.00364  0.359
H 2.17684 -1.68559 0.45491  0.203
H 2.33501 -0.35134 1.67818  0.243
H -0.58025 -1.89787 -0.78778  0.295
H 0.23272 -1.11358 -1.92205  0.275

=====

Entry 2:
Formula: C26H40AsClN6O9S2SiV
Source: the Open Molecules 2025 dataset
Level of theory: the ωB97M-V functional and the def2-TZVPD basis

Values from the calculation:
- Strongest force on any atom: 0.50 eV/Å
- Lowest unoccupied orbital energy (alpha / beta): 4.09 / 4.09 eV
- Charge: -2
- Expectation value of S²: 3.7584
- Relative energy (zero: lowest compared OMol25 entry of this formula, charge and spin): 1.086 eV
- Total energy: -6746.8016 Eh
- Kohn-Sham gap (alpha / beta): 0.2163 / 0.2602 hartree
- Spin multiplicity: 4

Each line ends with the Mulliken charge.
Positions of all 87 atoms, in Å:
V -0.89680 -0.42359 -0.33988  0.443
N -0.55257 0.02341 3.11210  0.016
C -0.85228 1.17638 2.56618  0.086
N -1.02616 2.25188 3.36346  -0.746
C -1.39132 3.35376 2.74963  0.266
N -1.59099 4.47029 3.52424  -0.467
N -1.62045 3.50085 1.43427  -0.770
C -1.39228 2.39476 0.73671  -0.482
N -0.98024 1.23303 1.20747  0.735
C -1.60910 2.48401 -0.73953  0.811
C -2.00522 3.67574 -1.32422  -0.592
C -2.20754 3.70057 -2.69477  -0.723
C -2.02149 2.53787 -3.41890  -1.081
C -1.63498 1.38431 -2.75261  -0.050
N -1.42444 1.36243 -1.43731  0.720
H -0.13910 0.04394 4.02868  0.351
H -0.25910 -0.73604 2.49723  -0.251
H -1.13987 4.43964 4.42285  0.269
H -1.54604 5.34167 3.02490  0.249
H -2.14412 4.54189 -0.69574  0.511
H -2.51102 4.61750 -3.18564  0.395
H -2.17008 2.50641 -4.49001  0.434
H -1.47991 0.43673 -3.25550  0.429
O 3.06954 -1.61444 0.82436  -0.619
As 3.04987 -1.58431 2.60478  1.031
O 4.61859 -1.79729 3.06646  -0.896
O 2.15910 -0.28610 3.07143  -0.742
C 2.12255 -3.23881 3.10583  0.090
C 2.82643 -3.89970 4.12133  -0.666
C 2.36822 -5.07457 4.68705  -0.548
C 1.17786 -5.62423 4.23264  -0.542
C 0.47421 -4.99021 3.22700  -1.036
C 0.92826 -3.79815 2.65144  0.403
S -0.16040 -3.30627 1.27955  1.564
O -1.47049 -3.68440 1.75428  -0.812
O 0.35730 -4.06102 0.15840  -0.708
O -0.04157 -1.84025 1.06266  -0.370
H 3.92701 -1.99381 0.59607  0.252
H 3.76757 -3.46362 4.43519  0.471
H 2.93940 -5.55856 5.47148  0.357
H 0.79428 -6.54593 4.65570  0.357
H -0.45710 -5.40604 2.86972  0.442
C 2.30027 1.43317 0.03462  -1.691
C 2.26046 1.02869 -1.42968  1.757
C 1.87143 2.24315 -2.27699  -1.368
C 3.62275 0.50198 -1.86874  -1.541
O 1.26302 -0.00676 -1.55200  1.269
Si 0.99074 -1.09450 -2.79186  0.040
S -0.82968 -1.91405 -2.42123  -0.843
O 1.07957 -0.08963 -4.12705  0.908
C 1.08116 -0.34543 -5.51596  1.545
C 0.26058 0.77273 -6.15676  -1.734
C 0.46092 -1.69654 -5.86117  -1.216
C 2.53002 -0.28748 -5.99858  -1.628
O 2.29009 -2.09255 -2.95645  -0.134
C 2.61554 -3.47974 -2.90234  1.973
C 1.39252 -4.38751 -2.95000  -1.451
C 3.52378 -3.74672 -4.10263  -1.817
C 3.37526 -3.73001 -1.60575  -1.253
H 3.06413 2.19998 0.18827  0.497
H 2.50589 0.58001 0.67728  0.014
H 1.33772 1.85263 0.32903  0.210
H 2.59925 3.04205 -2.10926  0.483
H 0.88829 2.61559 -1.98106  0.180
H 1.84678 1.99396 -3.33535  -0.027
H 4.36768 1.29617 -1.76959  0.537
H 3.59880 0.17096 -2.90783  0.081
H 3.91484 -0.33831 -1.24127  -0.039
H -0.78158 0.69090 -5.84126  0.278
H 0.30101 0.71728 -7.24786  0.440
H 0.64390 1.74272 -5.83465  0.279
H -0.51609 -1.79834 -5.38758  0.287
H 1.09219 -2.51190 -5.50790  -0.086
H 0.35035 -1.79175 -6.94497  0.533
H 2.94883 0.70235 -5.80410  0.304
H 2.60122 -0.49753 -7.06968  0.448
H 3.12066 -1.02355 -5.45206  0.171
H 0.79200 -4.20271 -3.84235  0.173
H 0.76496 -4.23853 -2.07338  0.167
H 1.73308 -5.42701 -2.96948  0.509
H 2.98532 -3.58351 -5.03899  0.314
H 3.88384 -4.77817 -4.08780  0.429
H 4.38329 -3.07320 -4.07542  0.255
H 2.72632 -3.53515 -0.75264  0.010
H 4.24793 -3.07288 -1.55828  0.223
H 3.72216 -4.76585 -1.56042  0.517
Cl -3.19571 -0.75624 0.12898  -0.584

=====

Entry 3:
Formula: C4H3NO2
Source: the Open Molecules 2025 dataset
Level of theory: the ωB97M-V functional and the def2-TZVPD basis

Values from the calculation:
- Strongest force on any atom: 0.64 eV/Å
- Lowest unoccupied orbital energy: 0.18 eV
- Structure (SMILES): O=Cc1ncco1
- Relative energy (zero: lowest compared OMol25 entry of this formula, charge and spin): 1.938 eV
- Total energy: -359.3991 Eh
- Kohn-Sham gap: 0.3707 hartree
- Spin multiplicity: 1

Each line ends with the Mulliken charge.
Positions of all 10 atoms, in Å:
O -2.25591 2.00686 0.16384  -0.425
C -1.61025 1.00403 0.24155  0.152
C -0.13114 0.74494 0.16605  0.338
N 0.45271 0.57925 -0.97959  -0.443
C 1.22638 -0.55484 -0.80933  -0.375
C 1.07891 -1.00618 0.45847  -0.008
O 0.23111 -0.16989 1.10245  -0.269
H -2.05699 -0.01350 0.29024  0.272
H 1.73848 -1.01117 -1.64228  0.374
H 1.40767 -1.86486 1.02191  0.385

=====

Entry 4:
Formula: C8H12N2O
Source: the Open Molecules 2025 dataset
Level of theory: the ωB97M-V functional and the def2-TZVPD basis

Values from the calculation:
- Strongest force on any atom: 5.75 eV/Å
- Lowest unoccupied orbital energy: 0.50 eV
- Relative energy (zero: lowest compared OMol25 entry of this formula, charge and spin): 5.772 eV
- Total energy: -496.5804 Eh
- Kohn-Sham gap: 0.2667 hartree
- Spin multiplicity: 1

Each line ends with the Mulliken charge.
Positions of all 23 atoms, in Å:
C 1.57970 -1.47748 0.73853  -1.028
C 2.83778 -1.24026 0.28512  -0.327
C 0.79967 -0.23842 0.37239  0.906
C 1.88492 1.93412 -0.49271  -0.463
C -0.22179 0.44332 1.24561  -0.873
C -0.70417 -0.18061 -0.03591  1.371
C -1.12259 0.71942 -1.20412  -1.923
C -1.59259 -1.41921 0.05696  -1.490
N 2.93440 -0.04466 -0.38803  -1.224
N 1.80183 0.62664 -0.19058  0.868
O -0.49689 1.86331 1.27921  -0.531
H 1.10777 -2.14344 1.37197  0.381
H 3.58246 -1.97829 0.46900  0.440
H 2.74092 2.46430 -0.74826  0.336
H 1.09041 2.49934 -0.19592  0.287
H -0.49354 0.03338 2.12593  0.519
H -0.27123 0.64251 -2.04203  0.255
H -1.36719 1.64380 -0.78494  0.402
H -1.97733 0.40355 -1.58806  0.687
H -2.53319 -1.15564 0.37938  0.418
H -1.05012 -2.03656 0.76662  0.337
H -1.74181 -1.88289 -1.03568  0.320
H -0.49335 2.02646 2.23524  0.332

=====

Entry 5:
Formula: C42H33N5O4S2Ti
Source: the Open Molecules 2025 dataset
Level of theory: the ωB97M-V functional and the def2-TZVPD basis

Values from the calculation:
- Strongest force on any atom: 2.91 eV/Å
- Lowest unoccupied orbital energy (alpha / beta): 4.11 / 4.07 eV
- Charge: -2
- Expectation value of S²: 2.0243
- Total energy: -3841.1030 Eh
- Kohn-Sham gap (alpha / beta): 0.1523 / 0.2263 hartree
- Spin multiplicity: 3

Each line ends with the Mulliken charge.
Positions of all 87 atoms, in Å:
Ti -0.15876 0.05555 0.57285  -0.899
O -0.27217 3.73458 -1.05098  -0.726
C 0.00057 2.53652 -1.10894  -0.285
N 0.55643 1.79056 -0.11385  0.450
C 1.43522 2.39336 0.78701  0.331
C 2.17862 3.54108 0.51199  -0.471
C 3.10649 4.02119 1.42587  -0.727
C 3.31878 3.35472 2.62138  -0.594
C 2.61828 2.18856 2.90491  -0.735
C 1.68340 1.68944 1.99635  -0.238
N 0.94050 0.51783 2.12834  1.014
C 0.95703 -0.28306 3.20850  0.155
O 1.62265 -0.17930 4.24565  -0.861
C -0.02103 -1.39472 3.03449  0.082
C -0.24861 -2.32232 4.03831  -0.648
C -1.19749 -3.30794 3.85949  -0.490
C -1.91114 -3.31497 2.66133  -1.002
C -1.63757 -2.35824 1.71127  -0.221
N -0.70332 -1.40849 1.86311  0.737
C -0.23920 1.84798 -2.43480  0.464
C -1.16292 2.38206 -3.33139  -0.262
C -1.27568 1.82331 -4.59025  -0.563
C -0.45339 0.75598 -4.92413  -0.569
C 0.44948 0.30628 -3.96976  -0.331
N 0.56543 0.83932 -2.76278  -0.177
H 2.03350 4.04569 -0.43206  0.433
H 3.67372 4.91666 1.19457  0.355
H 4.04711 3.72548 3.33456  0.371
H 2.79778 1.64353 3.81728  0.474
H 0.33374 -2.23010 4.94495  0.518
H -1.39535 -4.05356 4.61851  0.412
H -2.67266 -4.05983 2.47464  0.463
H -2.19328 -2.33866 0.78221  0.234
H -1.77776 3.21384 -3.01573  0.615
H -1.99365 2.20828 -5.30511  0.386
H -0.50999 0.28724 -5.89826  0.389
H 1.11893 -0.52308 -4.18446  0.408
C -5.67268 2.48033 -0.11617  -1.628
C -5.38240 2.31169 -1.61414  2.477
C -6.71455 2.36120 -2.36855  -2.460
C -4.52133 3.49165 -2.09155  -1.613
C -4.63310 1.00004 -1.83631  -0.145
C -5.19244 -0.07366 -2.52811  -0.019
C -4.46374 -1.23625 -2.76416  -0.959
C -3.19327 -1.34785 -2.23916  1.049
S -2.04537 -2.65571 -2.43474  -0.729
C -0.89412 -1.77009 -1.41592  0.258
N -1.38405 -0.59455 -0.93424  1.691
C -2.63456 -0.32289 -1.44171  -1.502
C -3.34566 0.87461 -1.32205  -1.065
C 0.43448 -2.17358 -1.14556  0.720
C 1.06461 -3.28192 -1.74730  -1.176
C 2.40728 -3.51470 -1.50865  -0.592
C 3.13078 -2.66869 -0.67195  -1.025
C 2.48817 -1.59385 -0.04535  -0.401
C 1.14689 -1.31235 -0.25348  1.337
H -6.16007 3.44393 0.06548  0.426
H -4.75447 2.43573 0.47096  0.254
H -6.33551 1.68780 0.23952  0.325
H -7.17584 3.34059 -2.22087  0.449
H -7.41092 1.60645 -1.99711  0.399
H -6.57244 2.20996 -3.44147  0.440
H -5.10123 4.41716 -2.03029  0.551
H -4.20703 3.34634 -3.12805  0.267
H -3.62872 3.61657 -1.47758  0.299
H -6.19908 -0.01569 -2.92150  0.435
H -4.88519 -2.03116 -3.36842  0.381
H -2.86812 1.70333 -0.82258  0.478
H 0.50122 -3.93196 -2.41224  0.332
H 2.90545 -4.35134 -1.98926  0.357
H 4.18947 -2.84323 -0.50786  0.377
H 3.06926 -0.95782 0.61913  0.414
O -4.77863 2.81677 7.85114  -0.509
C -5.25126 1.89652 6.95214  0.644
O -6.28476 1.33550 7.22466  -0.624
C -4.46353 1.69157 5.73722  0.973
C -5.02737 0.93634 4.69651  -0.711
C -4.36316 0.74493 3.50966  -0.409
C -3.09049 1.31461 3.27900  0.091
S -2.33254 1.20476 1.74446  -0.011
C -2.50885 2.03517 4.34373  -1.271
C -3.17448 2.21400 5.53263  -0.845
H -3.99740 3.23614 7.47694  0.287
H -6.01362 0.51800 4.85349  0.402
H -4.80695 0.16044 2.71375  0.461
H -1.52130 2.45381 4.19820  0.482
H -2.65699 2.75233 6.32290  0.145

=====

Entry 6:
Formula: C13H9N3O2
Source: the Open Molecules 2025 dataset
Level of theory: the ωB97M-V functional and the def2-TZVPD basis

Values from the calculation:
- Strongest force on any atom: 2.82 eV/Å
- Lowest unoccupied orbital energy: 0.24 eV
- Structure (SMILES): Cc1n[nH]c(=O)c2cc3oc4ccccc4c3n12
- Total energy: -815.5155 Eh
- Kohn-Sham gap: 0.3148 hartree
- Spin multiplicity: 1

Each line ends with the Mulliken charge.
Positions of all 27 atoms, in Å:
C -1.28004 1.80791 1.49354  -1.141
C -1.68818 1.41892 0.08223  0.914
N -2.71870 2.07718 -0.40770  -0.686
N -3.16030 1.80641 -1.70177  0.011
C -2.59536 0.85025 -2.55147  0.207
O -3.12829 0.49002 -3.60156  -0.641
C -1.41161 0.17247 -1.99882  0.358
C -0.43535 -0.51538 -2.65677  -1.420
C 0.46953 -0.86747 -1.60834  1.038
O 1.66587 -1.50243 -1.52481  -0.550
C 1.97636 -1.42990 -0.18135  -0.180
C 3.10319 -1.94288 0.48632  -0.712
C 3.19130 -1.79952 1.89548  -0.497
C 2.22500 -1.04062 2.61004  -0.746
C 1.10884 -0.52309 1.94562  -0.312
C 1.02517 -0.70901 0.54878  0.850
C 0.06408 -0.34502 -0.43634  0.301
N -1.07658 0.40770 -0.65109  -0.015
H -0.22078 2.07896 1.54230  0.357
H -1.54169 0.98766 2.17910  0.268
H -1.84383 2.66168 1.83526  0.359
H -4.02599 2.19808 -2.02730  0.261
H -0.39370 -0.73142 -3.69916  0.466
H 3.86724 -2.44340 -0.08947  0.415
H 4.07053 -2.26013 2.34824  0.352
H 2.35968 -0.89663 3.68292  0.391
H 0.39362 0.04966 2.48613  0.351

=====

The lowest strongest force on any atom belongs to which entry?
C26H40AsClN6O9S2SiV

=====

Which of these has the highest total energy?
C4H3NO2